# 1
This record from the OMol25 dataset describes C2H5NO2 in the gas phase in a non-equilibrium geometry. The level of theory is the ωB97M-V functional and the def2-TZVPD basis.

## Properties
E_tot   -7737.6558 eV
Energy relative to the best compared isomer or geometry (same formula, charge and spin)   71.39 kcal per mole
E_LUMO   0.0308 hartree
HOMO energy   -9.1 eV
SMILES   CC(=O)ON

CARTESIAN COORDINATES (ANGSTROEM)
C (1.5446, 0.5012, -0.4327)
C (0.0189, 0.6009, -0.0627)
O (-0.7983, 1.4529, -0.1255)
O (-0.3982, -0.9399, 0.1247)
N (-1.7305, -1.2373, 0.3833)
H (1.5870, -0.5447, -0.5165)
H (1.5600, 1.1900, -1.2284)
H (2.2173, 0.8202, 0.4532)
H (-1.7881, -1.3701, 1.3902)
H (-2.2128, -0.4733, 0.0144)

Quick look at the Mulliken charges, all values in e:
1 C -0.817
2 C 0.655
3 O -0.471
4 O -0.319
5 N -0.386
6 H 0.306
7 H 0.289
8 H 0.256
9 H 0.236
10 H 0.251

# 2
This record from the OMol25 dataset describes 10 unconnected molecules or ions with the total composition C30H84FO39P9 in a non-equilibrium geometry. The level of theory is the ωB97M-V functional and the def2-TZVPD basis.

## Properties
Charge   +1
E_tot   -198648.8082 eV
Spin multiplicity   2
E_LUMO (spin up / spin down)   -0.0835 / -0.3452 hartree
HOMO energy (spin up / spin down)   -12.1 / -12.1 eV

CARTESIAN COORDINATES (ANGSTROEM)
C (-2.9846, 0.2922, -3.6237)
C (-3.3435, -0.4372, -4.8065)
O (-2.2551, -0.0587, -5.6955)
C (-1.8689, 1.2181, -5.3826)
O (-1.1634, 1.9395, -6.0721)
O (-2.2741, 1.4214, -4.1500)
F (-4.4493, 0.0743, -5.3480)
H (-2.3207, -0.2604, -2.9590)
H (-3.9533, 0.4472, -3.1486)
H (-3.3790, -1.5193, -4.6806)
C (1.9915, -4.6786, 7.8006)
O (0.5733, -4.6326, 8.0020)
P (-0.4416, -5.2303, 6.7988)
O (-1.8902, -5.0962, 7.0200)
O (0.0905, -4.4983, 5.4606)
C (0.0143, -3.1171, 5.4607)
O (0.1762, -6.7407, 6.6045)
C (-0.1006, -7.5938, 7.6822)
H (2.3402, -5.0954, 8.7454)
H (2.3471, -3.6920, 7.5034)
H (2.4247, -5.2257, 6.9632)
H (-0.5425, -2.6943, 6.2970)
H (-0.5738, -2.7442, 4.6222)
H (1.0100, -2.6754, 5.4212)
H (-0.2368, -7.2109, 8.6936)
H (0.7108, -8.3090, 7.5471)
H (-1.0833, -7.9826, 7.4154)
C (-5.2063, 4.8777, 0.0482)
O (-6.2132, 3.8621, 0.1881)
P (-6.1202, 2.3808, -0.5372)
O (-5.6680, 2.3775, -2.0061)
O (-5.2384, 1.5159, 0.5082)
C (-3.8148, 1.4376, 0.4086)
O (-7.5547, 1.7043, -0.2759)
C (-8.7463, 2.1383, -0.8515)
H (-5.6538, 5.7510, 0.5228)
H (-4.8835, 5.1623, -0.9533)
H (-4.3925, 4.3784, 0.5740)
H (-3.4738, 2.1224, -0.3678)
H (-3.5235, 0.3920, 0.3089)
H (-3.4315, 1.8478, 1.3429)
H (-9.1543, 2.9510, -0.2506)
H (-9.4410, 1.3197, -1.0398)
H (-8.5016, 2.6299, -1.7930)
C (-1.1899, 7.6523, -5.4760)
O (-0.7120, 7.2308, -4.1790)
P (-0.2584, 5.6879, -3.9122)
O (0.2741, 5.4331, -2.5565)
O (-1.5651, 4.8420, -4.2630)
C (-2.7437, 4.9375, -3.4301)
O (0.7310, 5.5508, -5.2083)
C (1.3974, 4.2914, -5.4405)
H (-0.5660, 8.4343, -5.9089)
H (-2.2060, 8.0427, -5.4191)
H (-1.3101, 6.9198, -6.2741)
H (-3.6485, 4.7449, -4.0064)
H (-2.7927, 5.8769, -2.8794)
H (-2.8322, 4.1896, -2.6421)
H (1.2680, 3.8386, -6.4235)
H (0.9032, 3.6137, -4.7443)
H (2.4735, 4.3290, -5.2709)
C (7.7088, 4.7495, -1.7140)
O (7.6809, 3.6023, -0.8574)
P (6.3532, 3.0626, -0.0776)
O (6.6101, 2.1183, 0.9847)
O (5.5420, 4.3676, 0.4152)
C (6.2066, 5.2944, 1.1593)
O (5.4166, 2.4989, -1.3069)
C (4.1909, 1.8187, -1.0372)
H (8.3414, 5.5637, -1.3605)
H (6.7273, 5.2153, -1.8025)
H (8.1656, 4.4760, -2.6651)
H (7.1786, 4.9024, 1.4587)
H (5.6094, 5.4997, 2.0478)
H (6.3056, 6.2527, 0.6493)
H (4.1481, 1.6220, 0.0340)
H (4.1154, 0.9417, -1.6800)
H (3.3162, 2.4478, -1.2028)
C (-5.6081, 0.8654, 4.2508)
O (-4.7389, 0.5573, 5.3501)
P (-3.6408, -0.6361, 5.2726)
O (-2.6675, -0.4922, 4.1948)
O (-3.0847, -0.7147, 6.8036)
C (-4.0238, -1.0927, 7.8417)
O (-4.5752, -1.9278, 5.2566)
C (-3.8765, -3.1913, 5.2805)
H (-6.0317, 0.0811, 3.6235)
H (-5.2333, 1.5396, 3.4807)
H (-6.4529, 1.3888, 4.6985)
H (-3.7455, -2.0887, 8.1863)
H (-5.0423, -1.0425, 7.4568)
H (-3.9676, -0.4351, 8.7091)
H (-4.5724, -3.9825, 5.5594)
H (-2.9748, -3.1978, 5.8929)
H (-3.4915, -3.4911, 4.3057)
C (-0.2835, 1.9514, -1.3299)
O (0.4772, 1.0385, -0.5008)
P (0.1175, -0.5608, -0.6467)
O (-1.2722, -0.7383, -1.1531)
O (1.3742, -1.2607, -1.3537)
C (1.5181, -0.9493, -2.7276)
O (0.3335, -1.0843, 0.9029)
C (-0.5076, -0.6317, 1.9210)
H (0.2334, 2.4236, -2.1654)
H (-0.5391, 2.7640, -0.6499)
H (-1.2393, 1.6717, -1.7729)
H (1.4465, -1.7694, -3.4420)
H (2.5671, -0.6544, -2.7534)
H (1.0129, -0.0336, -3.0349)
H (0.0292, -0.3791, 2.8355)
H (-1.2214, -1.4324, 2.1147)
H (-1.0352, 0.2685, 1.6056)
C (-0.3410, -2.8323, -6.2386)
O (0.2045, -3.6811, -7.2670)
P (1.7343, -3.5845, -7.7466)
O (2.7262, -4.0244, -6.6906)
O (1.8136, -4.5524, -9.0816)
C (1.0521, -4.2946, -10.2327)
O (1.9396, -2.1233, -8.3783)
C (3.1219, -1.7553, -9.0382)
H (-0.4347, -3.3434, -5.2804)
H (-1.3614, -2.5129, -6.4503)
H (0.2590, -1.9287, -6.1315)
H (1.6310, -4.2812, -11.1562)
H (0.6517, -3.2811, -10.2562)
H (0.2808, -5.0490, -10.3879)
H (4.0806, -2.0841, -8.6370)
H (3.1268, -0.6653, -9.0293)
H (3.0618, -2.1556, -10.0502)
C (3.8867, -3.7206, -2.9196)
O (3.3411, -3.3256, -1.6523)
P (2.5901, -4.3029, -0.6031)
O (3.0232, -5.7315, -0.4897)
O (1.0825, -4.1676, -1.1269)
C (-0.0175, -4.4348, -0.2400)
O (2.5351, -3.5410, 0.8331)
C (2.7978, -4.1249, 2.0585)
H (3.4552, -3.1876, -3.7669)
H (3.6843, -4.7758, -3.1033)
H (4.9742, -3.6537, -2.9500)
H (0.1828, -4.6224, 0.8149)
H (-0.7301, -5.1269, -0.6886)
H (-0.7128, -3.5953, -0.2435)
H (3.6853, -4.7558, 2.0098)
H (1.9419, -4.7743, 2.2422)
H (2.8531, -3.3841, 2.8562)
C (3.7177, 2.9775, 5.3088)
O (3.8423, 1.5823, 5.6719)
P (2.6285, 0.5231, 5.3937)
O (2.8251, -0.8723, 5.8755)
O (2.3402, 0.6103, 3.8170)
C (3.1194, -0.0899, 2.8555)
O (1.4195, 1.3084, 6.0123)
C (0.1152, 0.7738, 5.9091)
H (2.6537, 3.2140, 5.2997)
H (4.1946, 3.1218, 4.3393)
H (4.1354, 3.6186, 6.0851)
H (4.1979, -0.0145, 2.9948)
H (2.8005, 0.3738, 1.9221)
H (2.7814, -1.1239, 2.7860)
H (-0.6226, 1.5552, 5.7271)
H (-0.1964, 0.2781, 6.8285)
H (0.0046, -0.0229, 5.1735)

Mulliken atomic charge list, values in e, 99 entries:
1 C 0.591
2 C 0.085
3 O -0.449
4 C 0.413
5 O -0.562
6 O 0.045
7 F -0.310
8 H -0.176
9 H 0.024
10 H 0.427
11 C -0.702
12 O -0.305
13 P 1.055
14 O -0.687
15 O -0.133
16 C -1.013
17 O -0.315
18 C -0.785
19 H 0.313
20 H 0.248
21 H 0.325
22 H 0.498
23 H 0.259
24 H 0.291
25 H 0.364
26 H 0.250
27 H 0.306
28 C -0.419
29 O -0.329
30 P 0.981
31 O -0.608
32 O -0.215
33 C -0.445
34 O -0.307
35 C -0.719
36 H 0.266
37 H 0.146
38 H 0.232
39 H -0.062
40 H 0.382
41 H 0.296
42 H 0.275
43 H 0.250
44 H 0.311
45 C -0.713
46 O -0.405
47 P 0.985
48 O -0.708
49 O -0.043
50 C -0.802
51 O -0.355
52 C -0.141
53 H 0.301
54 H 0.306
55 H 0.281
56 H 0.370
57 H 0.481
58 H 0.112
59 H 0.261
60 H -0.190
61 H 0.267
62 C -0.681
63 O -0.367
64 P 1.027
65 O -0.712
66 O -0.127
67 C -0.812
68 O -0.370
69 C -0.287
70 H 0.287
71 H 0.318
72 H 0.278
73 H 0.398
74 H 0.244
75 H 0.259
76 H 0.023
77 H 0.172
78 H 0.342
79 C -0.766
80 O -0.398
81 P 0.590
82 O 0.047
83 O -0.274
84 C -0.738
85 O -0.376
86 C -0.489
87 H 0.343
88 H 0.213
89 H 0.359
90 H 0.236
91 H 0.361
92 H 0.263
93 H 0.284
94 H 0.129
95 H 0.291
96 C -0.719
97 O 0.107
98 P 0.378
99 O -0.851

# 3
This record from the OMol25 dataset describes C2H4N4 in the gas phase in a non-equilibrium geometry. The level of theory is the ωB97M-V functional and the def2-TZVPD basis.

## Properties
E_tot   -8098.5336 eV
Energy relative to the best compared isomer or geometry (same formula, charge and spin)   18.00 kcal per mole
E_LUMO   0.0330 hartree
HOMO energy   -9.5 eV
SMILES   [H]/N=C(\N)N=C=N

CARTESIAN COORDINATES (ANGSTROEM)
H (0.7760, -1.8607, 0.9979)
N (0.2262, -1.3464, 0.3122)
C (0.4161, -0.0887, 0.3930)
N (1.2412, 0.6136, 1.2371)
N (-0.2486, 0.8105, -0.4720)
C (-1.0714, 0.3195, -1.2249)
N (-1.9992, -0.1954, -1.8224)
H (1.5193, 0.1552, 2.0890)
H (1.0534, 1.6020, 1.3171)
H (-1.9130, -0.0095, -2.8272)

Quick look at the Mulliken charges, all values in e:
1 H 0.194
2 N -0.619
3 C 0.490
4 N -0.435
5 N -0.512
6 C 0.642
7 N -0.516
8 H 0.231
9 H 0.247
10 H 0.279

# 4
This record from the OMol25 dataset describes 7 unconnected molecules or ions with the total composition C6H24ClN6O6 in a non-equilibrium geometry. The level of theory is the ωB97M-V functional and the def2-TZVPD basis.

## Properties
Charge   -1
E_tot   -40363.9396 eV
Energy relative to the best compared isomer or geometry (same formula, charge and spin)   25.41 kcal per mole
E_LUMO   0.1041 hartree
HOMO energy   -6.7 eV

CARTESIAN COORDINATES (ANGSTROEM)
Cl (5.0599, 7.2197, -10.1446)
C (8.8403, 6.5239, -8.9715)
O (8.3058, 7.0552, -10.1553)
H (8.6379, 7.2387, -8.1738)
H (8.4251, 5.5375, -8.7649)
H (9.9243, 6.4518, -9.0596)
H (7.3642, 7.1315, -9.9842)
C (7.7331, 10.5460, -10.4734)
O (6.5447, 9.9551, -10.7908)
H (8.5756, 9.8685, -10.6127)
H (7.9676, 11.3051, -11.2196)
H (7.7087, 11.0372, -9.5007)
H (6.6080, 9.0378, -10.5148)
C (2.5924, 5.2356, -12.3336)
O (3.8423, 4.6892, -12.0097)
H (1.9926, 5.2952, -11.4254)
H (2.6873, 6.1725, -12.8825)
H (1.9679, 4.6864, -13.0382)
H (4.2504, 5.2994, -11.3910)
C (2.8841, 10.0355, -12.5981)
O (2.2060, 10.8201, -13.3465)
N (3.7611, 10.5358, -11.7927)
N (2.8636, 8.7106, -12.5802)
H (4.1626, 10.0627, -10.9958)
H (3.9047, 11.5312, -11.8853)
H (3.5169, 8.2299, -11.9782)
H (2.2056, 8.2581, -13.1986)
C (6.1027, 7.5020, -14.2826)
O (6.2014, 7.0231, -15.3563)
N (6.4852, 8.6620, -13.8673)
N (5.5621, 6.8209, -13.3307)
H (6.1980, 9.1232, -13.0159)
H (7.1532, 9.1730, -14.4264)
H (5.4998, 7.1779, -12.3880)
H (5.1590, 5.9003, -13.4313)
C (5.7264, 10.0531, -7.1447)
O (5.8282, 11.0527, -6.4188)
N (6.1902, 8.8840, -6.9367)
N (5.1652, 10.1326, -8.3195)
H (6.6038, 8.4623, -6.1174)
H (5.9869, 8.1575, -7.6083)
H (4.9253, 11.0270, -8.7227)
H (5.1711, 9.3011, -8.8929)

Quick look at the Mulliken charges, all values in e:
1 Cl -0.743
2 C -0.646
3 O -0.448
4 H 0.228
5 H 0.261
6 H 0.262
7 H 0.234
8 C -0.845
9 O -0.136
10 H 0.283
11 H 0.276
12 H 0.281
13 H 0.060
14 C -0.371
15 O -0.581
16 H 0.265
17 H 0.035
18 H 0.324
19 H 0.252
20 C 0.489
21 O -0.778
22 N -0.202
23 N -0.093
24 H 0.247
25 H 0.178
26 H -0.004
27 H 0.180
28 C 0.606
29 O -0.718
30 N -0.261
31 N 0.016
32 H 0.196
33 H 0.183
34 H -0.110
35 H 0.159
36 C 0.647
37 O -0.765
38 N -0.203
39 N -0.150
40 H 0.210
41 H 0.083
42 H 0.185
43 H -0.086

# 5
This record from the OMol25 dataset describes a molecular structure, C15H35MnN3O5 in a non-equilibrium geometry. The level of theory is the ωB97M-V functional and the def2-TZVPD basis.

## Properties
E_tot   -62148.6127 eV
Spin multiplicity   6
E_LUMO (spin up / spin down)   0.0165 / 0.0165 hartree
HOMO energy (spin up / spin down)   -6.6 / -6.8 eV

CARTESIAN COORDINATES (ANGSTROEM)
Mn (0.4380, -0.1857, 0.1690)
C (-1.4473, 2.2432, -2.5086)
C (-0.1079, 2.4639, -1.8034)
C (-0.3028, 3.4777, -0.6026)
O (0.3856, 1.1874, -1.3352)
H (-2.1981, 1.8688, -1.8127)
H (-1.5028, 1.4170, -3.2174)
H (-1.6846, 3.1640, -3.0415)
H (0.6342, 3.0010, -2.3941)
H (-0.2497, 4.5416, -0.8340)
H (0.4873, 3.3250, 0.1327)
H (-1.2792, 3.2914, -0.1555)
C (0.6307, -4.5590, -0.4530)
C (1.6560, -3.4419, -0.6040)
C (2.1904, -3.2822, -1.9798)
O (1.1936, -2.1446, -0.1282)
H (-0.2694, -4.4060, -1.0485)
H (0.2751, -4.6110, 0.5760)
H (0.9961, -5.5609, -0.6783)
H (2.5827, -3.6541, -0.0707)
H (2.6846, -4.1906, -2.3243)
H (3.0294, -2.5881, -2.0279)
H (1.4261, -3.1091, -2.7375)
C (-0.6304, 1.7077, 2.6972)
O (-0.2149, 1.0312, 1.7737)
N (-1.8651, 1.6974, 3.2027)
C (-2.3262, 2.6873, 4.2284)
C (-2.9453, 0.8188, 2.6238)
H (-0.0693, 2.4336, 3.3059)
H (-1.5970, 3.2868, 4.7733)
H (-2.4911, 1.9902, 5.0499)
H (-3.0529, 3.4120, 3.8614)
H (-3.5875, 0.4802, 3.4369)
H (-3.5204, 1.4015, 1.9042)
H (-2.5570, 0.0008, 2.0170)
C (-2.6499, -0.6351, -0.7173)
O (-1.5789, -0.7191, -0.1306)
N (-3.0929, -1.5896, -1.4905)
C (-4.2944, -1.6465, -2.1697)
C (-2.4338, -2.9144, -1.5384)
H (-3.3341, 0.2270, -0.6863)
H (-4.8753, -0.7379, -2.0111)
H (-4.8465, -2.4889, -1.7529)
H (-4.2009, -1.9106, -3.2230)
H (-1.5025, -2.8936, -0.9724)
H (-3.1282, -3.7488, -1.4403)
H (-2.2720, -2.9581, -2.6154)
C (3.2043, 1.0021, 1.5166)
O (2.4281, 0.1168, 1.3040)
N (4.2955, 1.0811, 0.8516)
C (5.4085, 1.8773, 1.2841)
C (4.4216, 0.4043, -0.4717)
H (3.2908, 1.6607, 2.3947)
H (5.5206, 2.7697, 0.6683)
H (6.2912, 1.2777, 1.5063)
H (5.2217, 2.0856, 2.3376)
H (3.5536, -0.1312, -0.8562)
H (4.7486, 1.1100, -1.2354)
H (5.1141, -0.4341, -0.5468)

Quick look at the Mulliken charges, all values in e:
1 Mn 1.168
2 C -1.100
3 C 0.367
4 C -1.034
5 O -0.636
6 H 0.025
7 H 0.331
8 H 0.406
9 H 0.260
10 H 0.472
11 H 0.083
12 H 0.150
13 C -1.199
14 C 0.468
15 C -1.321
16 O -0.593
17 H 0.165
18 H 0.313
19 H 0.420
20 H 0.134
21 H 0.450
22 H 0.230
23 H 0.257
24 C 0.096
25 O -0.406
26 N 0.145
27 C -1.026
28 C -0.858
29 H 0.280
30 H 0.345
31 H 0.436
32 H 0.290
33 H 0.361
34 H 0.302
35 H 0.130
36 C 0.106
37 O -0.423
38 N 0.212
39 C -0.915
40 C -1.128
41 H 0.313
42 H 0.301
43 H 0.373
44 H 0.290
45 H 0.144
46 H 0.378
47 H 0.442
48 C 0.171
49 O -0.546
50 N 0.183
51 C -1.004
52 C -0.763
53 H 0.218
54 H 0.335
55 H 0.362
56 H 0.318
57 H 0.048
58 H 0.361
59 H 0.311

Repeat the third record exactly.
This record from the OMol25 dataset describes C2H4N4 in the gas phase in a non-equilibrium geometry. The level of theory is the ωB97M-V functional and the def2-TZVPD basis.

## Properties
E_tot   -8098.5336 eV
Energy relative to the best compared isomer or geometry (same formula, charge and spin)   18.00 kcal per mole
E_LUMO   0.0330 hartree
HOMO energy   -9.5 eV
SMILES   [H]/N=C(\N)N=C=N

CARTESIAN COORDINATES (ANGSTROEM)
H (0.7760, -1.8607, 0.9979)
N (0.2262, -1.3464, 0.3122)
C (0.4161, -0.0887, 0.3930)
N (1.2412, 0.6136, 1.2371)
N (-0.2486, 0.8105, -0.4720)
C (-1.0714, 0.3195, -1.2249)
N (-1.9992, -0.1954, -1.8224)
H (1.5193, 0.1552, 2.0890)
H (1.0534, 1.6020, 1.3171)
H (-1.9130, -0.0095, -2.8272)

Quick look at the Mulliken charges, all values in e:
1 H 0.194
2 N -0.619
3 C 0.490
4 N -0.435
5 N -0.512
6 C 0.642
7 N -0.516
8 H 0.231
9 H 0.247
10 H 0.279